The following is a quantum chemistry calculation of the molecule C6H13N, from OMol25.

calculated total energy	-7920.913	eV
highest occupied orbital energy	-7.78	eV
HOMO-LUMO gap	8.79	eV
largest force on an atom	2.68	eV/A
lowest unoccupied orbital energy	1.010	eV

Cartesian coordinates (Å):
C1 -0.7141 -2.0021 -0.4650
C2 -0.6311 -0.7241 0.4916
C3 -0.1564 0.5992 -0.0015
C4 -0.5624 1.0487 -1.2352
N1 -1.8041 0.7570 -1.8686
C5 0.9545 1.4373 0.6704
C6 1.7780 0.5513 1.5843
H1 -0.7234 -1.5952 -1.4705
H2 -1.5450 -2.6857 -0.2679
H3 0.2127 -2.5337 -0.2440
H4 -0.0062 -1.1071 1.2956
H5 -1.6064 -0.5318 0.9681
H6 0.2937 1.4921 -1.7682
H7 -1.9079 -0.1527 -1.3939
H8 -1.6776 0.3930 -2.8128
H9 0.5825 2.2752 1.2891
H10 1.6222 1.7589 -0.1791
H11 2.0519 -0.2955 0.9789
H12 2.6654 1.0489 1.9807
H13 1.1737 0.2663 2.4478